(P)
The following is a quantum chemistry calculation of the ion C8H15N2 with charge +1, from the OMol25 dataset.

Calculated values
* HOMO level: -12.9 eV
* LUMO level: -4.9870 eV
* net charge: +1
* gap between HOMO and LUMO: 0.2904 hartree

```
25
C8H15N2 (ωB97M-V/def2-TZVPD)
C 1.8114 1.0551 0.2013
H -2.2192 0.5589 0.7081
H 1.5111 0.5514 1.1158
H 2.7658 0.6209 -0.1235
H -2.1400 -2.6225 1.8278
H 0.7403 0.7303 -3.0795
H -0.6594 0.9767 1.3198
H 0.6648 2.3359 -2.2399
H -2.1087 -0.9536 2.7179
N -0.9468 -1.1361 0.9421
H -1.0032 1.7026 -1.0362
C 1.5465 -0.7103 -1.2312
C -1.5355 -1.7431 2.1808
C -0.1682 -1.9326 0.2542
H 1.1771 -2.7107 -0.9909
H -0.1890 -3.0362 0.5408
N 0.8369 -1.7322 -0.7408
C 0.8437 0.5811 -0.9301
C 1.1920 1.2655 -2.2342
H 2.2804 1.5207 -2.2422
C -1.1632 0.2314 0.6688
H -0.9561 -0.0325 -1.5545
H -0.7659 -2.1197 2.9264
H 1.7342 2.1676 0.3007
C -0.6361 0.6855 -0.7717
```

=====

(Q)
The following is a quantum chemistry calculation of a cluster of 2 separate species, C8H15N2 in total, from the OMol25 dataset.

Calculated values
* HOMO level (alpha / beta): -12.1 / -12.0 eV
* LUMO level (alpha / beta): -5.2815 / -4.5064 eV
* net charge: +1
* gap between HOMO and LUMO (alpha / beta): 0.2499 / 0.2769 hartree

```
25
C8H15N2 (ωB97M-V/def2-TZVPD)
H -3.0750 2.0557 -2.4044
H 0.1402 1.8630 1.2991
N -0.4848 0.3213 0.1452
C -1.4615 -0.4003 -0.4858
C -1.4333 -1.8012 -0.4400
H 2.9048 -2.0481 1.3509
H 3.0386 1.2747 0.2054
H 3.7678 -0.1867 -0.5696
C -0.5846 1.7664 0.4601
H 2.4162 0.6072 -1.1164
H -3.7346 0.3842 -2.4245
H -2.3354 0.0265 -0.7905
H -2.0535 -2.3185 -1.1636
H 0.1132 -3.1633 0.7150
H -4.4407 1.6216 -1.4228
H -1.5185 1.9650 0.8035
C 1.8555 -0.2417 0.8133
C 0.5737 -0.2075 0.6316
C -0.5108 -2.6336 -0.0024
C 2.8506 0.3147 -0.2223
H -0.1966 2.5112 -0.3455
H 3.3178 -0.5410 2.2963
N -3.5422 1.3346 -1.8694
H 1.8668 -1.4856 2.6885
C 2.5263 -1.0189 1.8481
```

=====

Winner for stability: (P)

=====

(P)
The following is a quantum chemistry calculation of the ion C8H15N2 with charge +1, from the OMol25 dataset.

Calculated values
* HOMO level: -12.7 eV
* LUMO level: -4.1237 eV
* net charge: +1
* gap between HOMO and LUMO: 0.3151 hartree

```
25
C8H15N2 (ωB97M-V/def2-TZVPD)
C 1.7659 -0.0152 0.2262
C 2.8875 -0.5955 1.1012
H 2.7304 1.9193 -0.2429
H -1.3561 -1.6301 -1.2234
C -1.8500 -1.4042 -0.1523
H 0.7727 -0.1734 0.7359
C 1.6095 -0.7319 -1.1425
C -1.3769 0.9978 -0.0274
H 1.5602 -1.7604 -1.0084
H -1.0094 -1.5625 0.4953
H 2.7735 -1.6141 1.2396
H 0.6584 -0.4207 -1.5281
H -4.3146 -0.0696 -0.7149
H -4.1455 1.3957 0.4014
H 0.9842 3.2995 -0.3170
N 1.8683 1.4467 0.0539
N -0.4474 1.7860 -0.0319
C -3.7730 0.3283 0.1749
H 3.9025 -0.3878 0.7267
C 0.7521 2.2205 -0.0528
H -2.5614 -2.0863 0.2314
H -4.1190 -0.2452 0.9985
C -2.3028 0.0279 -0.0340
H 2.6603 -0.2725 2.1124
H 2.3307 -0.4523 -2.0217
```

=====

(Q)
The following is a quantum chemistry calculation of the ion C8H15N2 with charge +1, from the OMol25 dataset.

Calculated values
* HOMO level: -12.3 eV
* LUMO level: -3.0304 eV
* net charge: +1
* gap between HOMO and LUMO: 0.3424 hartree

```
25
C8H15N2 (ωB97M-V/def2-TZVPD)
H 1.0975 -0.4450 -0.5462
C -1.6129 -1.4438 -0.6256
H -2.3167 -2.2753 -0.7553
H 1.1273 2.9545 0.1070
H 0.7195 0.2209 -2.0736
C 2.1641 1.3841 1.8965
H -3.2281 -0.2686 0.1636
H 2.9936 0.9032 1.4159
N 0.3470 2.2749 0.3551
H 0.1472 -0.5791 1.9777
H -2.0104 1.2486 1.5878
H -0.9471 -3.1776 -2.5029
C 0.7922 1.3861 1.3617
C -0.5345 -1.3891 -1.3540
H -0.5960 2.5694 0.5179
C -0.1266 -2.4201 -2.3300
H 2.3765 2.4555 2.1506
H 0.7107 -2.9691 -2.0315
H 0.0159 -1.9109 -3.2864
C -1.4714 0.3965 1.0963
H -0.0185 0.5655 -0.5272
N 0.4080 -0.2065 -1.1635
C -0.0180 0.3284 1.4503
C -2.1799 -0.3475 0.2945
H 2.1606 0.7449 2.8213
```

=====

Winner for stability: (Q)

=====

(P)
The following is a quantum chemistry calculation of the molecule C4H8O3, from the OMol25 dataset.

Calculated values
* HOMO level: -10.2 eV
* LUMO level: 0.8158 eV
* gap between HOMO and LUMO: 0.4046 hartree

```
15
C4H8O3 (ωB97M-V/def2-TZVPD)
O 1.4290 -1.1910 -0.3364
H -0.5828 -1.5120 0.0663
O -0.4398 0.7982 1.2589
C -0.3408 0.6186 -0.1298
O 1.8909 -0.4343 1.7783
H 3.1238 -1.5177 0.5943
C 0.0338 -0.8132 -0.5074
H -2.4890 0.2986 -0.3173
C -1.7178 0.9928 -0.6704
H -0.1257 -0.9983 -1.5763
H 0.3716 0.4510 1.6716
C 2.1595 -1.0227 0.7536
H 0.4102 1.2970 -0.5709
H -1.7638 1.0606 -1.7615
H -1.9593 1.9723 -0.2531
```

=====

(Q)
The following is a quantum chemistry calculation of a cluster of 2 separate species, C4H8O3 in total, from the OMol25 dataset.

Calculated values
* HOMO level: -10.4 eV
* LUMO level: 0.5143 eV
* gap between HOMO and LUMO: 0.3994 hartree

```
15
C4H8O3 (ωB97M-V/def2-TZVPD)
H 0.5598 -0.9575 1.1167
H 1.2987 -1.8515 -0.2206
H -0.6172 -0.6411 -1.2670
H -2.1471 0.1544 2.2081
C 0.2242 -0.0958 -0.8393
H -1.5992 -1.3587 1.2461
H -0.7072 1.8647 -1.2387
O -2.6352 0.0626 0.2456
O 0.9768 0.6705 -1.7746
H 2.5387 0.2371 -0.4299
C -2.1279 -0.3846 1.2421
C 1.0882 -0.8402 0.1631
C 0.1631 1.3617 -0.8217
O 2.2666 -0.1263 0.4284
H 0.7176 1.9047 -0.0581
```

=====

(R)
The following is a quantum chemistry calculation of the molecule C4H8O3, from the OMol25 dataset.

Calculated values
* HOMO level: -10.3 eV
* LUMO level: 0.8306 eV
* gap between HOMO and LUMO: 0.4075 hartree

```
15
C4H8O3 (ωB97M-V/def2-TZVPD)
H -1.5211 -1.8644 0.4962
O -0.5719 0.8474 0.7562
H 0.6243 2.8324 -0.2927
C 0.4603 -1.1347 -0.1227
C -0.4617 -1.9498 0.7852
H 0.5959 2.8086 -2.0889
H 1.4195 -1.1634 0.4098
O 0.4537 0.9816 -1.2274
H -0.4331 -0.5823 2.1040
H -0.1908 -3.0073 0.7321
O -0.2593 -1.5382 2.1150
H 0.5872 -1.5284 -1.1354
C 0.1685 2.3861 -1.1805
C 0.0450 0.3136 -0.1466
H -0.9095 2.5565 -1.1419
```

=====

(S)
The following is a quantum chemistry calculation of the molecule C4H8O3, from the OMol25 dataset.

Calculated values
* HOMO level: -10.2 eV
* LUMO level: 0.7900 eV
* gap between HOMO and LUMO: 0.4025 hartree

```
15
C4H8O3 (ωB97M-V/def2-TZVPD)
C 0.0797 1.3381 -0.6322
C -1.3155 -0.6432 0.2747
H 1.0510 1.8295 -0.5991
H 1.0445 -1.1162 1.4794
C 1.2809 -0.3621 0.7140
C 0.0231 -0.0131 -0.0980
H 1.5282 0.5586 1.2540
H -0.7947 1.9691 -0.5314
O -2.3915 0.2617 0.1562
H -2.4345 0.5199 -0.7744
H -1.4920 -1.5245 -0.3690
H 2.2192 -1.3857 -0.6330
O 2.4274 -0.6575 -0.0377
H -1.3035 -0.9971 1.3096
O 0.0776 0.2226 -1.5132
```

=====

Winner for stability: (R)

=====

(P)
The following is a quantum chemistry calculation of a cluster of 2 separate species, C4H8O3 in total, from the OMol25 dataset.

Calculated values
* HOMO level: -8.5 eV
* LUMO level: 0.9226 eV
* gap between HOMO and LUMO: 0.3481 hartree

```
15
C4H8O3 (ωB97M-V/def2-TZVPD)
H -2.3431 0.7795 -1.3005
H -2.5059 -0.9750 -1.0587
O -0.0122 -0.2325 -0.7337
H -3.6391 0.1439 -0.2356
O 3.1626 -0.4278 -1.4714
H 1.3337 0.3087 1.4102
O -1.7976 0.0851 0.5862
H -0.1540 0.6989 2.3587
C -0.4783 -0.0553 0.3712
H 2.1447 1.1692 -1.4920
C -2.6151 0.0021 -0.5813
C 0.3111 0.0095 1.6505
C 2.6381 0.5228 -0.7311
H 0.3306 -0.9846 2.1105
H 3.6246 -1.0447 -0.8831
```

=====

(Q)
The following is a quantum chemistry calculation of the molecule C4H8O3, from the OMol25 dataset.

Calculated values
* HOMO level: -8.4 eV
* LUMO level: 0.7175 eV
* gap between HOMO and LUMO: 0.3367 hartree

```
15
C4H8O3 (ωB97M-V/def2-TZVPD)
C 1.0080 -0.6883 -1.5326
H -0.9421 0.3570 -2.7454
C -0.1456 0.4364 2.3626
O 0.3099 -0.2373 1.1976
O -2.0462 -0.3307 0.4446
H 1.4729 -1.2743 -0.7339
H 0.6106 -1.3967 -2.2766
H 0.5411 0.5150 0.3138
C -0.9500 -0.2665 0.0231
H 1.7843 -0.0916 -2.0230
C -0.0901 0.2249 -1.0147
H 0.6381 0.3675 3.1196
O -0.7623 0.9465 -1.9979
H -1.0580 -0.0524 2.7136
H -0.3707 1.4905 2.1492
```

=====

Winner for stability: (P)

=====

(P)
The following is a quantum chemistry calculation of a cluster of 5 separate species, CH10O6 in total, from the OMol25 dataset.

Calculated values
* HOMO level: -10.3 eV
* LUMO level: 0.3769 eV
* gap between HOMO and LUMO: 0.3922 hartree

```
17
CH10O6 (ωB97M-V/def2-TZVPD)
O -1.3557 0.0063 1.0546
H 1.2244 2.4745 0.9949
H 0.6456 1.2807 1.2553
H 0.7193 0.7776 -3.0604
O 1.5955 -1.1755 0.6258
C 1.1691 -2.3762 1.0157
H 2.0014 -2.9657 1.4293
H -1.9140 0.7629 0.8584
O -0.1419 1.1835 -3.1704
H -1.2023 2.0737 -0.7779
H -0.1441 1.5716 -4.0349
O 1.2972 1.5776 0.5701
H 0.8836 -0.5781 0.3549
O 0.0790 -2.8575 0.9754
O -2.1457 2.1286 -0.5657
H -1.4952 -0.2027 1.9781
H -2.6940 2.4991 -1.2356
```

=====

(Q)
The following is a quantum chemistry calculation of a cluster of 5 separate species, CH10O6 in total, from the OMol25 dataset.

Calculated values
* HOMO level: -10.4 eV
* LUMO level: 0.3035 eV
* gap between HOMO and LUMO: 0.3949 hartree

```
17
CH10O6 (ωB97M-V/def2-TZVPD)
O 1.5571 -2.6622 0.4491
O -0.5566 1.7146 -0.5846
H -2.4782 1.9764 -0.0307
H -0.9786 -1.1585 1.6920
H 2.5588 0.6880 -0.0525
H -0.7338 0.9137 -1.1091
O -1.0847 -0.6526 -1.8000
O 3.2133 0.0599 -0.3772
H 2.2750 -2.1542 0.0375
H 1.8620 -3.4889 0.0196
H -0.7459 -1.4228 -2.2901
O -1.2173 -1.6741 0.9157
C -1.4459 2.0562 0.3489
H 3.9509 0.6403 -0.5063
O -1.1759 2.4767 1.4211
H -1.5455 -1.0792 -1.0668
H -0.3984 -1.9992 0.5504
```

=====

Winner for stability: (Q)

=====

(P)
The following is a quantum chemistry calculation of a cluster of 2 separate species, H4O2 in total, from the OMol25 dataset.

Calculated values
* HOMO level: -10.9 eV
* LUMO level: 0.6413 eV
* gap between HOMO and LUMO: 0.4226 hartree

```
6
H4O2 (ωB97M-V/def2-TZVPD)
H -1.7917 0.1061 -0.8595
H -0.7526 -0.8723 -1.4236
O 1.2875 0.6514 0.9987
O -0.8565 -0.1193 -0.8324
H 1.5206 -0.0093 1.6572
H 0.5928 0.2433 0.4595
```

=====

(Q)
The following is a quantum chemistry calculation of a cluster of 2 separate species, H4O2 in total, from the OMol25 dataset.

Calculated values
* HOMO level: -11.0 eV
* LUMO level: 0.6935 eV
* gap between HOMO and LUMO: 0.4281 hartree

```
6
H4O2 (ωB97M-V/def2-TZVPD)
H -1.0693 1.8982 0.0210
H 0.8619 -2.0920 0.2145
H -0.5232 1.0471 -1.1446
O 1.1015 -1.2622 0.6527
O -0.7051 1.0476 -0.2017
H 0.3341 -0.6387 0.4581
```

=====

Winner for stability: (P)